24
Properties=species:S:1:pos:R:3:forces:R:3:nbo_charge:R:1 method="wB97M-V/def2-TZVPD" homo_ev=-9.9 homo_lumo_gap_ev=9.140 lumo_energy_ev=-0.7 energy_ev=-55233.9782
O 2.259358 -2.024643 -0.078004 0.5 0.4 -0.1 -0.431
C 1.531970 -1.291718 -0.594933 -1.0 -0.7 0.1 0.868
N 0.681629 -0.651561 -1.229864 0.3 0.0 -0.1 -0.319
O -0.493292 -0.465356 -0.433174 -0.1 0.3 -0.2 -0.633
P -1.396100 0.790987 -0.917017 0.3 1.7 -0.3 2.523
O -2.093884 1.407752 0.193669 -0.2 -0.6 0.3 -1.045
O -0.404808 1.781347 -1.698635 -0.3 -1.1 0.7 -0.917
S 0.619435 2.665213 -0.652465 0.2 0.5 -0.3 0.347
O -2.361823 0.332847 -2.133343 0.7 -0.8 0.8 -0.757
C -3.216931 -0.747928 -1.966195 -0.5 0.2 -0.8 0.831
F -2.565080 -1.888594 -1.699410 0.1 0.3 0.1 -0.301
F -3.820569 -0.900812 -3.155701 0.2 0.1 0.2 -0.296
C -4.358267 -0.548189 -0.907277 -0.5 -0.7 -0.3 0.908
F -5.347411 -1.405250 -1.242399 0.3 0.3 0.2 -0.310
F -3.957852 -0.869250 0.319523 0.1 0.4 -0.2 -0.292
F -4.851627 0.681073 -0.961569 0.3 -0.2 0.2 -0.287
H 0.819024 1.805699 0.369271 -0.2 -0.2 -0.3 0.110
C 4.211697 -0.458005 2.331720 0.1 -0.1 0.1 -0.484
N 4.046571 1.013287 2.491991 0.0 0.0 0.1 0.537
O 4.586479 1.542637 3.435997 0.0 0.0 0.0 -0.354
O 3.376101 1.585980 1.654149 -0.1 -0.1 0.0 -0.403
H 4.828246 -0.823153 3.144160 0.0 0.1 0.0 0.234
H 3.221766 -0.902655 2.359541 0.0 0.0 -0.1 0.234
H 4.685364 -0.629708 1.369969 -0.1 0.0 0.0 0.237


19
Properties=species:S:1:pos:R:3:forces:R:3:nbo_charge:R:1 method="wB97M-V/def2-TZVPD" homo_ev=-8.9 homo_lumo_gap_ev=9.855 lumo_energy_ev=0.9 energy_ev=-8461.7005 relative_energy_kj_mol=256.02
C 0.103416 -1.044419 -1.310243 -0.4 -0.5 -0.5 -0.626
C -0.796942 -0.270845 -0.336825 1.0 0.5 -0.2 0.184
C -1.805337 0.713871 -0.945642 0.3 0.0 0.0 -0.634
O -1.158031 -0.463308 1.040100 -0.3 -0.4 0.2 -0.472
C 0.148800 0.019699 0.775056 0.1 0.4 0.4 0.230
C 1.118599 -1.043283 1.308504 0.0 0.1 -0.1 -0.638
C 0.730206 1.403599 0.779874 -0.1 0.3 0.3 -0.638
H -0.267124 -0.861290 -2.312023 -0.2 -0.5 -0.3 0.213
H 0.266208 -2.101591 -1.125224 -0.2 -0.1 -0.1 0.229
H 1.104375 -0.562154 -1.285335 -0.5 -0.3 -0.1 0.198
H -1.491959 1.756275 -0.846412 0.0 0.0 -0.1 0.209
H -2.765714 0.638823 -0.417583 0.4 -0.1 0.0 0.234
H -2.000738 0.522568 -2.007438 0.2 0.0 0.2 0.208
H 2.113517 -1.056946 0.848430 -0.2 0.2 0.0 0.207
H 1.249568 -0.825178 2.378069 0.0 0.0 -0.2 0.222
H 0.680139 -2.043882 1.241641 0.1 0.2 -0.1 0.225
H 0.890872 1.831731 1.763284 0.0 0.1 0.2 0.217
H 0.162831 2.091350 0.153061 0.0 0.1 0.3 0.214
H 1.717315 1.294980 0.298705 -0.3 0.1 0.2 0.218


80
Properties=species:S:1:pos:R:3:forces:R:3:mulliken_charge:R:1 method="wB97M-V/def2-TZVPD" charge=-1 homo_ev="-0.8 / -2.4" multiplicity=6 homo_lumo_gap_ev="3.065 / 4.682" lumo_energy_ev="2.3 / 2.3" s_squared=9.7416 energy_ev=-103779.1462 relative_energy_kj_mol=0.00
Dy 2.768788 2.196905 1.611587 1.2 0.2 1.6 0.838
P -0.340582 0.167110 -0.432682 -0.3 -0.1 1.0 0.428
Cl 3.129352 3.755302 -0.235899 0.4 1.5 -1.8 -0.566
C -1.185057 -0.786032 0.925053 -0.3 3.6 0.2 -0.679
H -0.723469 -0.422221 1.858434 0.0 0.0 -0.2 -0.715
H -2.230462 -0.416724 0.956069 0.3 0.2 -0.2 0.880
C 1.498333 0.326541 -0.142853 0.0 0.3 0.1 3.056
C -1.065225 1.863245 -0.260003 -0.1 -0.2 0.1 0.032
C 2.346287 -0.241066 -1.295929 -0.1 -0.1 0.0 -0.778
H 1.659236 1.450279 -0.158762 -0.6 -1.1 -0.6 -1.290
C 3.795290 0.177058 -1.075975 0.1 0.0 0.0 -0.817
H 2.269999 -1.343491 -1.321999 0.0 0.4 0.1 0.204
H 1.994035 0.128258 -2.272348 0.1 0.0 0.3 -0.019
C 4.377524 -0.470613 0.186284 0.1 -0.2 0.2 -0.858
H 4.383895 -0.118630 -1.951495 0.1 0.0 0.1 0.545
H 3.855149 1.274310 -1.025290 0.0 -0.2 0.0 0.189
C 3.457449 -0.410625 1.444011 0.2 -0.5 0.4 -0.825
H 4.614684 -1.525882 -0.032846 -0.2 0.3 0.0 0.343
H 5.342590 -0.003981 0.438413 -0.2 -0.1 -0.1 0.388
C 1.924455 -0.281692 1.225821 0.4 1.7 0.3 0.822
H 3.594180 -1.336839 2.022916 0.0 0.1 -0.2 0.493
H 3.881114 0.341264 2.176446 -0.2 -0.7 -0.5 0.247
H 1.426299 -1.300916 1.323423 -0.2 -0.6 -0.3 -0.362
H 1.444007 0.294006 2.081358 0.4 -0.7 -0.8 -1.016
C -0.832894 -0.625683 -2.036229 0.0 0.3 -0.1 -0.561
C -2.589396 1.921196 -0.490990 -0.1 -0.1 -0.3 -0.704
H -0.876382 2.078883 0.810243 0.2 -0.1 -0.3 0.498
C -3.163721 3.316676 -0.174730 0.1 -0.1 0.3 -0.883
H -2.805792 1.682077 -1.546103 0.0 0.0 0.2 0.264
H -3.128064 1.179419 0.118400 0.2 0.2 -0.2 0.287
C -2.371932 4.473435 -0.788472 0.2 0.0 -0.2 -0.759
H -4.201903 3.355887 -0.518083 0.0 0.0 0.0 0.463
H -3.200247 3.443051 0.915894 0.1 0.0 -0.1 0.376
C -0.861489 4.323605 -0.581383 0.0 0.0 0.1 -0.846
H -2.565004 4.501702 -1.868274 0.0 0.0 0.0 0.294
H -2.714478 5.429722 -0.375327 0.0 -0.2 -0.1 0.391
C -0.376965 2.960151 -1.083736 0.1 0.0 0.0 -0.301
H -0.308970 5.118230 -1.095503 -0.1 -0.1 0.0 0.428
H -0.610683 4.412789 0.484293 0.0 -0.1 -0.1 0.203
H -0.637835 2.838122 -2.145576 0.1 0.1 0.1 0.464
H 0.718585 2.922526 -1.014662 -0.3 0.0 0.0 -0.120
C -0.150497 -1.968138 -2.354629 -0.1 -0.3 0.1 0.171
H -1.909034 -0.817478 -1.848086 0.3 0.0 0.1 0.868
C -1.011486 -2.703988 -3.380455 0.0 0.2 -0.2 -1.114
H 0.838172 -1.787265 -2.799084 -0.2 0.0 0.1 0.489
H 0.004791 -2.589926 -1.468256 0.0 0.2 -0.2 -0.231
C -1.041225 -1.923762 -4.703187 0.3 -0.1 0.0 -0.723
H -0.628612 -3.718486 -3.546876 -0.1 0.2 0.0 0.398
H -2.035793 -2.804474 -2.999096 0.1 0.0 0.1 0.366
C -1.369803 -0.436121 -4.531721 -0.3 0.2 0.3 -0.830
H -0.058880 -2.018991 -5.186590 -0.1 0.0 0.1 0.328
H -1.769036 -2.379368 -5.380607 0.1 0.1 -0.1 0.409
C -0.748405 0.258116 -3.299472 0.1 0.2 0.1 -0.500
H -1.066278 0.124007 -5.423021 -0.1 -0.1 0.0 0.383
H -2.458861 -0.319762 -4.465009 0.0 -0.1 0.1 0.335
H 0.306969 0.500706 -3.504480 -0.3 -0.1 0.1 0.287
H -1.264633 1.215016 -3.130461 0.2 -0.3 -0.2 -0.046
C 0.524507 -2.764128 1.023782 -2.6 2.2 -0.7 -0.095
C -1.163589 -2.194440 0.827913 3.4 -5.6 -0.5 1.020
H 0.991322 -2.952130 0.038646 -0.3 -0.5 0.3 0.045
C -2.020965 -2.950233 1.844916 0.0 0.3 0.1 -1.668
H -1.458937 -2.562266 -0.168391 -0.3 0.3 0.2 -0.191
C -1.458003 -2.920026 3.267658 -0.3 -0.1 0.3 -0.563
H -3.022559 -2.498845 1.873807 -0.1 -0.1 0.0 0.580
H -2.151600 -3.991201 1.517056 0.1 0.2 0.0 0.389
C -0.009885 -3.428138 3.393300 0.6 0.0 0.1 -0.487
H -1.531752 -1.895276 3.670140 0.0 -0.3 -0.2 0.087
H -2.111515 -3.545432 3.906366 0.2 0.3 -0.2 0.468
C 0.649586 -3.815427 2.050169 -0.4 -0.7 0.2 -1.292
H 0.604294 -2.641876 3.865720 -0.2 -0.2 -0.2 0.104
H 0.020183 -4.289019 4.083526 0.0 0.2 -0.2 0.458
H 1.718377 -4.002088 2.214926 -0.1 -0.2 0.1 0.446
H 0.217360 -4.778900 1.723542 0.0 -0.4 0.2 0.282
Cl -0.176124 0.421242 4.321944 -0.8 -3.3 0.5 -0.308
C -0.082375 2.216934 4.432759 1.7 3.4 -2.0 0.191
Cl 0.376805 2.779666 6.039208 -0.1 -0.2 0.3 -0.224
C 0.954271 2.584537 3.413669 -1.8 1.6 2.0 0.153
O 0.650367 2.564517 2.147456 -1.6 -0.2 -0.9 -0.427
O 2.195854 2.722775 3.713201 1.1 -0.2 0.8 -0.789
H -1.043695 2.662275 4.166245 0.1 -0.5 0.2 0.198


21
Properties=species:S:1:pos:R:3:forces:R:3:nbo_charge:R:1 method="wB97M-V/def2-TZVPD" charge=+1 homo_ev=-14.4 homo_lumo_gap_ev=9.328 lumo_energy_ev=-5.1 energy_ev=-8942.3354 relative_energy_kj_mol=161.39
C -1.547013 -1.066073 1.290867 0.5 -0.1 -0.2 -0.599
C -0.176571 -1.288204 0.614328 -0.6 0.4 0.7 -0.410
C 0.499853 0.044419 0.289487 0.0 0.9 0.0 -0.445
C 0.345194 0.529500 -1.148060 -0.1 -0.4 0.6 -0.237
C 1.529696 -0.006614 -3.236224 -0.6 1.0 0.3 0.136
N 1.210629 -0.285858 -2.031762 0.1 -0.8 -1.9 -0.378
H -1.988414 -2.000831 1.632821 0.0 -0.1 -0.3 0.224
H -1.375199 -0.467200 2.183554 -0.2 0.2 -0.1 0.223
H -2.233188 -0.556919 0.614468 -0.1 0.1 0.2 0.200
H 0.417555 -1.797785 1.371714 0.3 -0.4 -0.4 0.227
H -0.316326 -1.891940 -0.286310 0.3 -0.3 0.1 0.181
H 0.097060 0.862707 0.895920 -0.2 -0.3 0.1 0.272
H 1.558145 0.067964 0.565453 0.1 -0.2 -0.3 0.223
H -0.672184 0.414574 -1.528910 0.0 -0.2 0.1 0.235
H 0.594222 1.584379 -1.240574 0.4 -0.1 -0.2 0.243
H 2.092600 -0.668785 -3.880955 0.0 -0.2 0.2 0.237
H 1.171909 0.940240 -3.634160 0.3 0.0 0.0 0.220
H 1.402460 -1.269540 -1.834317 0.0 0.3 1.1 0.441
H -1.315093 2.874210 2.876831 -0.1 0.1 -0.1 0.480
H -0.559425 1.870154 3.700173 0.1 -0.1 0.0 0.479
O -0.735912 2.111603 2.785659 0.0 0.0 0.1 -0.954


14
Properties=species:S:1:pos:R:3:forces:R:3:nbo_charge:R:1 method="wB97M-V/def2-TZVPD" homo_ev=-9.4 homo_lumo_gap_ev=9.920 lumo_energy_ev=0.5 energy_ev=-21115.5107 relative_energy_kj_mol=418.62
C 1.859048 -1.237088 0.350791 -2.3 -5.4 1.7 -0.770
S 0.574344 -0.926546 -0.757986 -2.3 0.2 -1.0 0.270
C -0.248984 0.517787 -0.119183 -1.0 -3.9 -1.7 0.215
N 0.334048 1.552983 0.074669 4.7 5.9 0.2 -0.183
O 1.711477 1.579274 -0.477496 -2.2 -2.7 0.8 -0.590
N -1.624955 0.649912 -0.093760 -2.0 2.8 -0.8 -0.619
C -2.568926 -0.281262 -0.122371 -4.3 -2.8 2.2 0.519
O -3.807721 -0.132506 -0.291411 3.5 0.6 -0.3 -0.595
H 2.697106 -0.672125 0.260220 2.4 1.5 -0.1 0.230
H 1.950246 -2.358113 0.028436 1.0 1.9 0.2 0.243
H 1.515971 -1.526974 1.392458 0.4 1.3 -0.9 0.238
H 1.981489 2.462798 -0.380699 0.2 2.0 0.5 0.478
H -2.070974 1.623067 -0.240206 1.6 -1.9 0.2 0.433
H -2.302168 -1.251203 0.376539 0.5 0.3 -1.1 0.131


81
Properties=species:S:1:pos:R:3:forces:R:3:mulliken_charge:R:1 method="wB97M-V/def2-TZVPD" charge=+1 homo_ev=-10.2 homo_lumo_gap_ev=7.067 lumo_energy_ev=-3.1 energy_ev=-57907.9541
Au 1.370311 0.879156 0.146980 0.0 -0.5 1.3 2.203
O -4.330428 4.060103 2.874487 0.0 -0.1 0.0 -0.497
C -4.172941 2.668973 3.064180 0.0 0.1 0.0 -0.771
C -2.914510 2.230037 2.369168 0.0 0.1 0.0 0.277
C -2.253459 1.073097 2.749788 0.0 -0.1 0.0 -1.054
C -1.113883 0.708671 2.065704 0.1 0.0 -0.1 -0.539
N -0.608470 1.421397 1.057366 0.0 0.3 -0.2 0.040
C -1.237260 2.550732 0.677457 0.1 -0.1 -0.1 0.388
C -2.391235 2.970437 1.320992 -0.1 0.0 0.0 -0.324
C -0.654207 3.341874 -0.455582 0.0 -0.1 0.1 0.612
C -1.253688 4.494280 -0.937617 -0.1 0.1 0.1 -0.738
C -0.635939 5.216663 -1.950271 -0.1 0.0 0.0 0.461
C -1.262521 6.501440 -2.442359 -0.1 -0.1 0.0 -0.820
O -2.670735 6.413254 -2.540380 0.0 0.0 0.0 -0.503
C 0.556408 4.735519 -2.467412 0.1 0.0 0.0 -0.930
C 1.076272 3.560441 -1.950285 -0.1 0.0 0.1 -0.707
N 0.489892 2.888509 -0.966189 -0.2 0.1 -0.5 -0.026
H -5.138654 4.353018 3.305780 0.0 0.0 0.0 0.307
H -5.012990 2.112801 2.632576 0.0 0.0 0.0 0.346
H -4.113346 2.404802 4.123954 0.0 0.0 0.0 0.365
H -2.611766 0.463631 3.570412 0.0 0.0 0.0 0.472
H -0.572041 -0.190144 2.331144 0.0 0.0 0.0 0.377
H -2.897439 3.879625 1.036867 0.0 0.0 0.0 0.639
H -2.197344 4.851963 -0.550453 0.0 0.0 0.0 0.591
H -0.799985 6.809437 -3.382560 0.0 0.0 0.0 0.384
H -1.066096 7.284224 -1.708749 0.0 0.0 0.0 0.264
H -2.906458 5.916901 -3.330521 0.0 0.0 0.0 0.317
H 1.073839 5.254932 -3.264968 0.0 0.0 0.0 0.440
H 1.995795 3.136099 -2.340025 0.0 0.0 0.0 0.410
C 3.202137 0.391869 -0.702026 -0.4 -0.1 0.8 -1.873
C 3.599039 -0.974661 -0.241348 0.2 0.2 -0.3 0.760
C 3.400723 -2.083248 -1.059408 -0.1 -0.1 -0.1 -0.388
C 3.720286 -3.364133 -0.624431 -0.1 0.1 -0.1 -0.654
C 4.245731 -3.556483 0.644551 0.0 0.0 0.0 -0.509
C 4.484346 -2.453203 1.457393 0.0 0.0 0.0 -0.780
C 4.177811 -1.176692 1.010655 0.0 0.0 0.2 -0.193
H 3.005312 0.448122 -1.774584 0.1 0.0 0.0 0.671
H 3.883787 1.171399 -0.375519 0.2 -0.1 -0.3 0.630
H 3.002349 -1.935844 -2.058628 0.0 0.0 0.0 0.382
H 3.564635 -4.210403 -1.283116 0.0 0.0 0.0 0.449
H 4.488501 -4.553825 0.989644 0.0 0.0 0.0 0.421
H 4.923936 -2.588685 2.437816 0.0 0.0 0.0 0.430
H 4.389248 -0.318825 1.641235 0.0 -0.1 0.0 0.419
F -0.568682 6.307869 3.419001 0.0 0.0 0.0 -0.365
C 0.167900 5.255132 3.029423 0.0 0.0 0.0 0.509
C 1.006757 5.391081 1.941830 0.1 0.0 -0.1 -0.870
C 1.754677 4.295274 1.541721 0.1 0.1 -0.1 -0.270
C 1.666988 3.071694 2.205853 0.3 0.0 0.2 0.092
C 2.461461 1.914480 1.761247 -0.6 -0.4 -1.6 -2.057
C 0.825810 2.988316 3.315728 0.0 0.0 0.1 -0.074
C 0.072013 4.072975 3.735244 0.0 -0.1 0.1 -0.819
H 1.070678 6.343269 1.430735 0.0 0.0 0.0 0.537
H 2.430279 4.385912 0.697754 -0.1 0.0 0.0 0.419
H 2.546484 1.066689 2.433231 0.2 0.2 0.2 0.614
H 3.359625 2.144331 1.204579 0.3 0.2 0.6 0.925
H 0.781642 2.058628 3.873228 0.0 0.0 0.0 0.422
H -0.580178 4.017382 4.597458 0.0 0.0 0.0 0.505
N -1.298235 -6.027398 -0.771837 0.0 -0.1 0.1 0.047
C -1.623979 -7.120208 -1.552851 0.0 0.0 0.1 0.725
C -2.051884 -8.409458 -1.237182 0.0 0.1 0.0 -1.028
C -2.252391 -9.265507 -2.298994 0.0 0.0 0.0 -0.415
C -2.044549 -8.853117 -3.629217 0.0 0.0 0.0 -0.505
C -1.631485 -7.574832 -3.930300 0.0 0.0 0.0 -0.747
C -1.416627 -6.694308 -2.867274 0.1 0.1 -0.1 0.600
N -0.988880 -5.374575 -2.880159 -0.1 -0.1 -0.1 -0.648
C -0.935922 -5.022447 -1.629481 0.1 0.1 0.1 -0.189
C -0.504280 -3.690433 -1.183305 0.0 -0.2 0.0 0.992
C -0.091567 -3.427513 0.116954 0.0 0.0 0.1 -0.956
C 0.320196 -2.150348 0.446760 0.1 0.1 0.0 -0.503
N 0.317589 -1.142542 -0.424840 0.1 0.2 -0.6 -0.207
C -0.076443 -1.397171 -1.681077 -0.1 0.0 0.1 -0.590
C -0.480985 -2.645585 -2.100815 0.0 0.0 -0.1 -0.699
H -1.395314 -5.962734 0.225001 0.0 0.0 0.0 0.185
H -2.222781 -8.721872 -0.215121 0.0 0.0 0.0 0.381
H -2.572732 -10.281068 -2.107052 0.0 0.0 0.0 0.386
H -2.215312 -9.561943 -4.428527 0.0 0.0 0.0 0.388
H -1.475765 -7.251712 -4.951298 0.0 0.0 0.0 0.438
H -0.042499 -4.208311 0.864873 0.0 0.0 0.0 0.326
H 0.697282 -1.930733 1.439469 0.0 0.0 0.0 0.627
H -0.070989 -0.558199 -2.366667 0.0 0.0 0.0 0.527
H -0.772869 -2.828274 -3.125813 0.0 0.0 0.0 0.549